Below is a single C27H25N5O5 molecule, with properties calculated with the ωB97M-V functional and the def2-TZVPD basis.

The geometry in XYZ format:
```
62
Properties=species:S:1:pos:R:3:lowdin_charge:R:1
C -8.64 -2.02 0.22 -0.087
O -8.04 -0.80 -0.17 -0.078
C -6.71 -0.63 0.05 -0.270
C -5.87 -1.56 0.67 -0.021
C -4.54 -1.25 0.83 -0.017
C -3.99 -0.04 0.43 -0.105
C -2.57 0.21 0.66 -0.253
C -2.10 1.60 0.96 -0.016
N -1.83 -0.83 0.65 0.107
N -0.47 -0.77 0.84 0.061
C 0.42 -0.01 0.16 -0.435
O 0.16 0.89 -0.61 0.072
C 1.89 -0.38 0.49 -0.158
N 2.72 0.67 -0.04 0.132
C 3.53 1.43 0.74 -0.433
O 3.83 1.10 1.87 0.053
C 4.08 2.65 0.08 -0.134
C 5.37 3.05 0.42 -0.017
C 5.91 4.19 -0.15 -0.074
C 5.17 4.94 -1.04 -0.083
C 3.88 4.55 -1.36 -0.076
C 3.33 3.41 -0.80 -0.026
C 2.24 -1.72 -0.12 -0.171
N 1.38 -2.19 -0.97 0.127
N 1.62 -3.34 -1.57 0.088
C 2.72 -4.16 -1.42 -0.413
O 2.82 -5.19 -2.04 0.068
C 3.70 -3.63 -0.46 -0.069
C 4.86 -4.36 -0.19 -0.003
C 5.78 -3.89 0.71 -0.060
C 5.55 -2.68 1.37 -0.053
C 4.41 -1.95 1.12 0.003
C 3.46 -2.41 0.20 -0.081
C -4.84 0.89 -0.20 -0.211
O -4.29 2.05 -0.64 -0.092
C -5.08 2.96 -1.37 -0.071
C -6.18 0.58 -0.38 0.060
H -8.19 -2.87 -0.30 0.096
H -8.56 -2.17 1.30 0.096
H -9.68 -1.93 -0.07 0.093
H -6.24 -2.51 1.01 0.101
H -3.88 -1.96 1.30 0.110
H -1.72 2.07 0.06 0.083
H -1.28 1.56 1.68 0.088
H -2.91 2.20 1.37 0.086
H -0.12 -1.63 1.24 0.148
H 2.04 -0.40 1.58 0.159
H 2.39 1.05 -0.92 0.132
H 5.93 2.46 1.13 0.118
H 6.92 4.49 0.11 0.104
H 5.59 5.83 -1.49 0.103
H 3.29 5.15 -2.05 0.104
H 2.31 3.14 -1.04 0.112
H 0.90 -3.64 -2.22 0.165
H 5.00 -5.30 -0.72 0.121
H 6.68 -4.45 0.92 0.106
H 6.28 -2.31 2.08 0.109
H 4.26 -1.01 1.63 0.091
H -5.49 2.50 -2.27 0.099
H -5.90 3.36 -0.76 0.098
H -4.41 3.77 -1.65 0.096
H -6.87 1.26 -0.86 0.115
```

## Properties
HOMO in eV: -8.11
Structure (SMILES): COc1ccc(/C(C)=N/NC(=O)[C@H](NC(=O)c2ccccc2)c2n[nH]c(=O)c3ccccc23)c(OC)c1
HOMO-LUMO gap in eV: 8.4
Energy above the lowest of the compared OMol25 structures with the same formula, charge and spin in eV: 2.588
Largest force on an atom in eV Å⁻¹: 0.77

Below is 2 unconnected molecules or ions with the total composition C27H25O8S2 at a distorted geometry, with properties calculated with the ωB97M-V functional and the def2-TZVPD basis.

The geometry in XYZ format:
```
62
Properties=species:S:1:pos:R:3:lowdin_charge:R:1
C 5.56 -2.59 -3.07 -0.067
C 4.25 -2.75 -2.62 -0.040
C 3.55 -1.63 -2.17 -0.241
C 4.13 -0.38 -2.17 -0.240
C 5.44 -0.20 -2.65 -0.038
C 6.15 -1.32 -3.09 -0.069
S 3.11 0.97 -1.57 0.712
O 3.63 1.40 -0.29 -0.290
O 2.91 1.92 -2.65 -0.299
C 1.61 0.01 -1.31 -0.305
C 0.42 0.59 -1.03 -0.031
C -0.85 0.03 -1.49 -0.211
C -1.20 -1.26 -1.08 -0.067
C -2.39 -1.86 -1.48 -0.064
C -3.21 -1.23 -2.41 -0.091
C -2.84 0.03 -2.90 -0.098
C -1.69 0.66 -2.43 -0.024
S 1.84 -1.73 -1.61 0.709
O 1.03 -2.19 -2.71 -0.278
O 1.81 -2.39 -0.32 -0.270
H 6.12 -3.46 -3.40 0.105
H 3.77 -3.72 -2.59 0.124
H 5.87 0.79 -2.67 0.123
H 7.18 -1.20 -3.44 0.105
H 0.48 1.63 -0.71 0.131
H -0.55 -1.79 -0.39 0.099
H -2.66 -2.83 -1.06 0.113
H -4.12 -1.73 -2.78 0.096
H -3.44 0.53 -3.65 0.091
H -1.37 1.63 -2.82 0.119
C -5.23 -0.20 1.86 -0.083
C -3.95 -0.98 1.90 -0.218
O -2.89 0.00 1.78 -0.002
C -1.68 -0.57 1.63 -0.458
C -0.53 0.36 1.50 -0.062
C -0.80 1.79 1.27 -0.494
O -0.08 2.73 1.59 0.035
O -1.95 2.02 0.58 -0.031
C -2.24 3.44 0.56 -0.228
C -3.65 3.55 0.09 -0.078
C 0.62 0.03 2.29 -0.161
C 1.77 0.86 2.26 -0.040
C 2.73 0.78 3.26 -0.097
C 2.65 -0.21 4.25 -0.134
C 1.59 -1.13 4.21 -0.117
C 0.62 -1.05 3.21 -0.026
O -1.57 -1.80 1.56 0.012
H -6.10 -0.85 2.00 0.072
H -5.26 0.56 2.66 0.077
H -5.35 0.31 0.90 0.076
H -3.82 -1.52 2.86 0.128
H -3.88 -1.69 1.06 0.112
H -2.11 3.83 1.58 0.126
H -1.52 3.91 -0.11 0.124
H -3.92 4.60 -0.02 0.070
H -3.78 3.05 -0.88 0.075
H -4.33 3.10 0.81 0.074
H 1.86 1.60 1.47 0.085
H 3.56 1.49 3.26 0.094
H 3.38 -0.27 5.07 0.080
H 1.52 -1.93 4.94 0.088
H -0.18 -1.78 3.15 0.096
```

## Properties
HOMO in eV: -3.48
HOMO-LUMO gap in eV: 5.8
Largest force on an atom in eV Å⁻¹: 2.09
Net charge: -1

Below is a molecular structure, C27H26ClMoN5O2 at a distorted geometry, with properties calculated with the ωB97M-V functional and the def2-TZVPD basis.

The geometry in XYZ format:
```
62
Properties=species:S:1:pos:R:3:lowdin_charge:R:1
Mo -0.09 -0.09 0.51 1.772
N -1.99 -1.14 1.24 -0.043
C -2.56 -0.53 2.46 -0.192
C -2.61 0.96 2.21 -0.186
N -1.25 1.37 1.85 -0.038
H -2.69 -1.09 0.50 0.130
H -1.83 -2.13 1.42 0.093
H -1.89 -0.76 3.30 0.129
H -3.55 -0.94 2.68 0.141
H -2.99 1.50 3.09 0.143
H -3.28 1.18 1.37 0.136
H -0.73 1.60 2.70 0.125
H -1.29 2.24 1.27 0.081
C 3.87 3.66 -0.51 -0.031
C 2.79 3.48 0.36 -0.047
C 2.04 2.32 0.29 -0.039
C 2.36 1.34 -0.66 -0.246
C 3.45 1.53 -1.52 0.012
C 4.19 2.69 -1.44 -0.034
N 1.59 0.19 -0.69 -0.100
N 1.90 -0.70 -1.53 0.137
C 1.11 -1.80 -1.54 -0.283
C 1.44 -2.81 -2.46 0.031
C 0.67 -3.95 -2.54 -0.029
C -0.42 -4.08 -1.68 -0.029
C -0.73 -3.08 -0.77 -0.104
C 0.00 -1.91 -0.64 -0.150
H 4.45 4.57 -0.45 0.122
H 2.55 4.24 1.08 0.119
H 1.20 2.16 0.97 0.078
H 3.69 0.76 -2.24 0.117
H 5.03 2.84 -2.11 0.123
H 2.30 -2.66 -3.09 0.131
H 0.91 -4.73 -3.25 0.125
H -1.03 -4.97 -1.73 0.123
H -1.59 -3.28 -0.13 0.091
Cl -5.20 1.97 -5.89 0.760
C -4.12 1.95 -4.57 -0.651
C -3.61 0.74 -4.10 -0.080
C -2.76 0.72 -3.02 -0.014
C -2.42 1.91 -2.37 -0.144
C -2.92 3.13 -2.85 0.013
C -3.76 3.15 -3.95 -0.067
C -1.59 1.90 -1.18 -0.499
O -1.38 2.86 -0.44 0.052
O -1.05 0.75 -0.82 -0.270
H -3.89 -0.18 -4.60 0.113
H -2.36 -0.22 -2.66 0.111
H -2.64 4.04 -2.35 0.129
H -4.14 4.08 -4.33 0.118
N 0.85 -0.72 1.83 -0.114
C 1.54 -1.35 2.78 -0.344
C 1.35 -2.74 2.92 -0.007
C 2.05 -3.45 3.87 -0.044
C 2.95 -2.79 4.71 -0.020
C 3.14 -1.42 4.59 -0.044
C 2.45 -0.70 3.64 0.002
H 0.66 -3.23 2.25 0.108
H 1.91 -4.51 3.97 0.121
H 3.50 -3.35 5.45 0.125
H 3.84 -0.92 5.24 0.123
H 2.59 0.37 3.54 0.116
```

## Properties
HOMO in eV: -13.77
HOMO-LUMO gap in eV: 5.6
Energy above the lowest of the compared OMol25 structures with the same formula, charge and spin in eV: 0.000
Largest force on an atom in eV Å⁻¹: 4.22
Net charge: +2

Below is a molecular structure, C27H26GaN6O4PSTe, with properties calculated with the ωB97M-V functional and the def2-TZVPD basis.

The geometry in XYZ format:
```
67
Properties=species:S:1:pos:R:3:lowdin_charge:R:1
Ga -0.71 -0.57 -0.19 0.129
C -3.86 1.84 1.52 -0.052
C -3.53 2.03 2.86 -0.053
C -2.40 1.44 3.35 -0.010
C -1.58 0.68 2.51 -0.331
N -1.93 0.46 1.23 0.086
C -3.03 1.06 0.76 -0.154
N -0.42 0.20 3.09 0.186
C 0.60 -0.22 2.43 -0.267
N 0.79 -0.39 1.08 0.126
C 2.04 -0.93 0.87 -0.254
N 2.63 -1.32 -0.20 0.184
C 2.06 -1.29 -1.46 -0.303
C 2.97 -1.42 -2.52 -0.007
C 2.52 -1.38 -3.82 -0.054
C 1.16 -1.22 -4.05 -0.048
C 0.32 -1.13 -2.96 -0.131
N 0.74 -1.17 -1.69 0.095
C 2.73 -1.03 2.18 -0.095
C 4.00 -1.45 2.51 -0.005
C 4.35 -1.44 3.85 -0.073
C 3.45 -1.00 4.82 -0.072
C 2.17 -0.58 4.48 -0.002
C 1.84 -0.61 3.14 -0.093
H -4.73 2.30 1.07 0.108
H -4.16 2.64 3.50 0.111
H -2.08 1.56 4.38 0.115
H -3.25 0.88 -0.29 0.062
H 4.01 -1.54 -2.27 0.114
H 3.22 -1.46 -4.64 0.110
H 0.75 -1.18 -5.05 0.106
H -0.74 -1.00 -3.11 0.053
H 4.69 -1.78 1.74 0.113
H 5.34 -1.76 4.15 0.101
H 3.75 -1.00 5.86 0.102
H 1.46 -0.23 5.22 0.115
O -0.90 -2.38 0.68 -0.121
N -1.95 -3.14 0.42 -0.162
C -2.08 -4.26 1.17 -0.003
C -3.12 -5.12 0.98 -0.050
C -4.06 -4.82 -0.01 -0.062
C -3.92 -3.68 -0.75 -0.076
C -2.84 -2.81 -0.55 -0.579
S -2.61 -1.37 -1.45 0.860
H -1.30 -4.38 1.91 0.143
H -3.20 -6.00 1.60 0.110
H -4.90 -5.48 -0.18 0.112
H -4.63 -3.42 -1.53 0.109
C 3.30 3.00 -2.60 -0.069
C 2.88 2.33 -1.30 -0.287
O 1.63 1.64 -1.46 -0.293
P 0.22 2.29 -1.12 0.132
O -0.74 1.10 -1.20 -0.358
Te 0.17 3.57 0.84 0.473
O -0.04 3.17 -2.44 -0.278
C -1.06 4.18 -2.48 -0.306
C -2.46 3.58 -2.41 -0.081
H 4.28 3.46 -2.48 0.078
H 2.58 3.77 -2.88 0.071
H 3.35 2.26 -3.41 0.075
H 2.80 3.05 -0.49 0.053
H 3.60 1.56 -1.01 0.114
H -0.90 4.69 -3.43 0.116
H -0.90 4.88 -1.66 0.059
H -2.60 2.84 -3.19 0.083
H -3.20 4.37 -2.53 0.080
H -2.61 3.11 -1.44 0.047
```

## Properties
HOMO in eV: -6.98
HOMO-LUMO gap in eV: 6.6
Energy above the lowest of the compared OMol25 structures with the same formula, charge and spin in eV: 0.000
Largest force on an atom in eV Å⁻¹: 0.12